Record 1
{
  "formula": "C17H43BeFO16P3S2",
  "method": "the ωB97M-V functional and the def2-TZVPD basis",
  "symbols": ["Be", "F", "C", "C", "C", "S", "O", "O", "C", "H", "H", "H", "H", "H", "H", "H", "H", "C", "C", "C", "S", "O", "O", "C", "H", "H", "H", "H", "H", "H", "H", "H", "C", "O", "P", "O", "O", "C", "O", "C", "H", "H", "H", "H", "H", "H", "H", "H", "H", "C", "O", "P", "O", "O", "C", "O", "C", "H", "H", "H", "H", "H", "H", "H", "H", "H", "C", "O", "P", "O", "O", "C", "O", "C", "H", "H", "H", "H", "H", "H", "H", "H", "H"],
  "xyz": [[0.025, -0.561, 0.205], [2.308, -1.454, 0.357], [3.313, 4.210, 1.616], [3.959, 3.047, 0.741], [2.884, 2.657, -0.346], [1.242, 3.053, 0.317], [0.528, 1.788, 0.579], [0.580, 4.106, -0.486], [1.853, 3.778, 1.838], [3.334, 5.196, 1.154], [3.808, 4.343, 2.578], [4.447, 2.205, 1.231], [4.828, 3.495, 0.260], [3.136, 1.623, -0.580], [3.165, 3.172, -1.265], [1.868, 2.922, 2.513], [1.087, 4.495, 2.130], [-0.448, 0.217, -5.379], [-1.515, 1.000, -4.622], [-0.670, 2.105, -3.892], [0.832, 1.410, -3.180], [0.495, 0.909, -1.865], [1.953, 2.328, -3.371], [0.795, 0.018, -4.395], [0.014, 0.844, -6.142], [-0.650, -0.728, -5.884], [-2.122, 0.309, -4.037], [-2.219, 1.345, -5.378], [-1.142, 2.761, -3.161], [-0.230, 2.782, -4.625], [0.866, -0.903, -3.817], [1.769, 0.124, -4.872], [-2.609, 3.850, 0.875], [-3.540, 2.881, 0.672], [-3.288, 1.305, 1.320], [-2.071, 0.594, 0.780], [-3.395, 1.499, 2.905], [-2.286, 1.924, 3.583], [-4.656, 0.568, 0.916], [-5.181, -0.552, 1.600], [-3.154, 4.762, 1.120], [-2.105, 3.976, -0.084], [-1.856, 3.789, 1.661], [-1.378, 1.669, 3.036], [-2.201, 1.470, 4.570], [-2.346, 2.989, 3.809], [-6.002, -0.395, 2.300], [-4.501, -1.129, 2.227], [-5.715, -1.033, 0.781], [-2.003, -3.347, -3.862], [-0.626, -3.266, -3.911], [0.203, -3.382, -2.552], [-0.151, -2.277, -1.638], [1.812, -3.408, -3.085], [2.878, -3.367, -2.146], [0.144, -4.867, -1.953], [0.334, -5.981, -2.805], [-2.533, -3.442, -2.915], [-2.447, -4.118, -4.492], [-2.364, -2.422, -4.311], [3.582, -4.116, -2.509], [2.484, -3.723, -1.194], [3.230, -2.358, -2.362], [-0.608, -6.510, -2.662], [1.041, -6.637, -2.297], [0.533, -5.944, -3.876], [2.324, 0.683, 4.782], [1.184, -0.107, 5.160], [0.364, -1.125, 4.165], [0.068, -0.563, 2.781], [1.232, -2.493, 4.253], [1.947, -3.008, 3.054], [-0.995, -1.421, 5.029], [-2.165, -1.643, 4.296], [3.060, 0.634, 5.584], [2.122, 1.732, 4.570], [2.877, 0.257, 3.945], [1.953, -4.070, 3.298], [2.954, -2.591, 3.084], [1.469, -2.869, 2.084], [-2.653, -2.617, 4.267], [-2.073, -1.363, 3.247], [-2.985, -1.034, 4.677]],
  "mulliken_charge": [1.44, -0.74, -0.70, -0.79, -0.66, 0.78, 0.05, -0.67, -0.42, 0.33, 0.42, 0.34, 0.37, 0.24, 0.50, -0.05, 0.53, -0.59, -0.49, -1.01, 1.07, -0.40, -0.76, -0.09, 0.34, 0.38, 0.21, 0.42, 0.39, 0.46, -0.50, 0.49, -0.35, -0.40, 0.38, 0.10, -0.30, -0.71, -0.38, -0.56, 0.34, 0.18, 0.05, 0.19, 0.32, 0.36, 0.27, 0.16, 0.32, -0.81, -0.23, 0.31, 0.10, -0.37, -0.56, -0.21, -0.84, 0.36, 0.32, 0.22, 0.25, 0.32, 0.19, 0.33, 0.31, 0.35, -0.65, -0.35, 0.17, 0.34, -0.33, -0.44, -0.39, -0.56, 0.36, 0.22, 0.28, 0.31, 0.26, 0.15, 0.43, -0.03, 0.32],
  "lumo_energy_ev": -4.145,
  "total_charge": 1,
  "energy_ev": -103737.702,
  "e_above_lowest_kj_mol": 107.2,
  "orbital_gap_ev": 8.377
}

---

Record 2
{
  "formula": "C19H20N2O3S",
  "method": "the ωB97M-V functional and the def2-TZVPD basis",
  "symbols": ["C", "C", "O", "C", "C", "C", "C", "S", "O", "O", "N", "C", "C", "C", "C", "C", "C", "C", "C", "C", "C", "C", "C", "N", "C", "H", "H", "H", "H", "H", "H", "H", "H", "H", "H", "H", "H", "H", "H", "H", "H", "H", "H", "H", "H"],
  "xyz": [[4.571, -3.239, 1.478], [4.581, -1.716, 1.475], [4.174, -1.180, 0.223], [2.903, -1.191, -0.209], [2.747, -0.806, -1.534], [1.493, -0.724, -2.131], [0.367, -1.033, -1.418], [-1.216, -0.867, -2.220], [-2.008, -2.054, -2.073], [-1.001, -0.358, -3.546], [-1.937, 0.291, -1.244], [-1.414, 1.635, -1.404], [-1.773, 2.470, -0.204], [-1.369, 2.064, 1.063], [-1.715, 2.801, 2.178], [-2.470, 3.964, 2.060], [-2.823, 4.769, 3.273], [-2.870, 4.365, 0.793], [-2.530, 3.625, -0.327], [0.454, -1.431, -0.075], [-0.680, -1.755, 0.700], [-0.522, -2.103, 2.014], [0.779, -2.141, 2.541], [1.848, -1.868, 1.848], [1.735, -1.509, 0.555], [5.019, -3.602, 2.398], [3.551, -3.609, 1.415], [5.140, -3.619, 0.633], [5.604, -1.346, 1.589], [3.955, -1.329, 2.281], [3.636, -0.564, -2.093], [1.386, -0.419, -3.160], [-2.944, 0.242, -1.297], [-1.768, 2.104, -2.330], [-0.327, 1.525, -1.476], [-0.787, 1.160, 1.164], [-1.395, 2.474, 3.157], [-3.081, 4.118, 4.106], [-3.660, 5.432, 3.071], [-1.972, 5.379, 3.577], [-3.458, 5.264, 0.679], [-2.855, 3.952, -1.304], [-1.649, -1.729, 0.229], [-1.367, -2.353, 2.636], [0.952, -2.417, 3.573]],
  "mulliken_charge": [-1.04, -0.29, -0.48, 0.23, -0.76, -0.22, -0.15, 1.46, -0.72, -0.73, -0.22, -0.56, 0.21, -0.13, -0.74, 1.01, -1.42, -0.72, -0.70, 0.26, -0.44, -0.74, -0.50, -0.44, 0.55, 0.35, 0.27, 0.31, 0.35, 0.29, 0.46, 0.56, 0.28, 0.33, 0.32, 0.40, 0.39, 0.36, 0.36, 0.28, 0.34, 0.36, 0.39, 0.43, 0.45],
  "lumo_energy_ev": -0.170,
  "energy_ev": -39985.204,
  "e_above_lowest_kj_mol": 178.1,
  "orbital_gap_ev": 8.377,
  "smiles": "CCOc1ccc(S(=O)(=O)NCc2ccc(C)cc2)c2cccnc12"
}

---

Record 3
{
  "formula": "C3H3OS2",
  "method": "the ωB97M-V functional and the def2-TZVPD basis",
  "symbols": ["C", "C", "C", "O", "S", "S", "H", "H", "H"],
  "xyz": [[0.448, -0.178, -0.528], [0.688, 1.409, 0.673], [-0.692, -1.027, -0.103], [1.134, 1.106, 1.708], [0.089, 2.747, -0.034], [1.218, -0.311, -1.916], [-1.504, -0.570, 0.380], [-0.311, -1.626, 0.711], [-1.069, -1.550, -0.891]],
  "mulliken_charge": [0.18, 0.30, -1.15, -0.48, -0.48, -0.38, 0.33, 0.28, 0.41],
  "lumo_energy_ev": 3.612,
  "total_charge": -1,
  "energy_ev": -26877.470,
  "e_above_lowest_kj_mol": 148.6,
  "orbital_gap_ev": 6.641
}

---

Record 4
{
  "formula": "C3H6N4O",
  "method": "the ωB97M-V functional and the def2-TZVPD basis",
  "symbols": ["H", "N", "C", "N", "C", "N", "N", "C", "O", "H", "H", "H", "H", "H"],
  "xyz": [[-0.758, -2.377, -1.104], [-0.997, -1.396, -1.012], [-0.250, -0.731, -0.249], [0.723, -1.201, 0.580], [1.956, -0.992, 0.600], [-0.572, 0.656, -0.037], [-1.716, 0.991, 0.699], [0.080, 1.621, -0.724], [1.000, 1.431, -1.474], [2.481, -0.382, -0.138], [2.534, -1.447, 1.393], [-2.527, 0.521, 0.291], [-1.613, 0.694, 1.666], [-0.341, 2.612, -0.492]],
  "mulliken_charge": [0.26, -0.62, 0.38, -0.39, -0.22, 0.36, -0.75, 0.09, -0.55, 0.25, 0.27, 0.29, 0.26, 0.36],
  "lumo_energy_ev": 0.511,
  "energy_ev": -11214.334,
  "e_above_lowest_kj_mol": 235.7,
  "orbital_gap_ev": 10.331,
  "smiles": "[H]/N=C(\\N=C)N(N)C=O"
}

---

Record 5
{
  "formula": "C46H36Cl5CrN2OP2S",
  "method": "the ωB97M-V functional and the def2-TZVPD basis",
  "symbols": ["Cr", "Cl", "C", "C", "C", "Cl", "C", "Cl", "C", "Cl", "C", "Cl", "C", "C", "C", "C", "C", "C", "C", "C", "P", "C", "C", "C", "C", "C", "C", "C", "C", "C", "C", "C", "C", "C", "O", "C", "C", "C", "C", "C", "C", "P", "C", "C", "C", "C", "C", "C", "C", "C", "C", "C", "C", "C", "H", "H", "H", "H", "H", "H", "H", "H", "H", "H", "H", "H", "H", "H", "H", "H", "H", "H", "H", "H", "H", "H", "H", "H", "H", "H", "H", "H", "H", "H", "H", "H", "N", "C", "N", "S", "H", "H", "H", "H"],
  "xyz": [[-0.194, -0.068, 0.284], [1.916, 0.361, -0.887], [1.514, 1.916, -0.242], [0.324, 1.850, 0.466], [-0.057, 3.008, 1.126], [-1.438, 2.922, 2.123], [0.696, 4.181, 1.042], [0.180, 5.597, 1.856], [1.892, 4.192, 0.313], [2.845, 5.607, 0.251], [2.328, 3.026, -0.338], [3.819, 2.980, -1.180], [-4.965, 1.449, 4.662], [-4.504, -0.016, 4.511], [-5.298, -0.918, 5.459], [-4.733, -0.390, 3.056], [-5.955, -0.817, 2.545], [-6.156, -0.983, 1.183], [-5.157, -0.684, 0.274], [-3.919, -0.280, 0.757], [-2.496, 0.229, -0.245], [-2.761, 1.986, -0.596], [-3.807, 2.723, -0.055], [-3.952, 4.058, -0.395], [-3.050, 4.662, -1.257], [-1.994, 3.932, -1.785], [-1.850, 2.598, -1.459], [-2.877, -0.583, -1.834], [-2.944, -1.976, -1.821], [-3.258, -2.669, -2.974], [-3.518, -1.975, -4.147], [-3.460, -0.593, -4.161], [-3.136, 0.108, -3.012], [-3.717, -0.172, 2.134], [-2.436, 0.148, 2.471], [-2.092, 0.043, 3.787], [-0.722, 0.015, 4.019], [-0.240, -0.069, 5.321], [-1.147, -0.124, 6.362], [-2.511, -0.133, 6.113], [-3.018, -0.058, 4.821], [0.386, -0.130, 2.586], [0.894, -1.856, 2.880], [2.108, -2.254, 3.427], [2.337, -3.600, 3.668], [1.363, -4.541, 3.374], [0.145, -4.143, 2.841], [-0.091, -2.805, 2.598], [1.761, 0.986, 2.960], [3.005, 0.787, 2.362], [4.023, 1.698, 2.570], [3.801, 2.825, 3.347], [2.559, 3.039, 3.924], [1.538, 2.126, 3.732], [-6.018, 1.537, 4.407], [-4.391, 2.098, 4.002], [-4.822, 1.785, 5.685], [-6.361, -0.850, 5.254], [-5.157, -0.610, 6.489], [-4.986, -1.954, 5.358], [-6.776, -1.014, 3.213], [-7.116, -1.320, 0.827], [-5.334, -0.757, -0.789], [-4.496, 2.265, 0.638], [-4.776, 4.620, 0.013], [-3.168, 5.702, -1.514], [-1.287, 4.398, -2.454], [-1.038, 2.015, -1.891], [-2.771, -2.494, -0.882], [-3.318, -3.747, -2.970], [-3.780, -2.514, -5.044], [-3.676, -0.050, -5.067], [-3.107, 1.187, -3.032], [0.823, -0.096, 5.505], [-0.792, -0.176, 7.378], [-3.184, -0.199, 6.952], [2.860, -1.524, 3.680], [3.273, -3.913, 4.103], [1.544, -5.584, 3.578], [-0.621, -4.876, 2.636], [-1.049, -2.470, 2.210], [3.174, -0.088, 1.746], [4.994, 1.533, 2.128], [4.599, 3.531, 3.512], [2.384, 3.916, 4.527], [0.572, 2.291, 4.185], [-0.823, -4.797, -0.803], [0.224, -4.014, -0.574], [1.399, -4.554, -0.265], [0.110, -2.330, -0.728], [-0.738, -5.804, -0.833], [-1.705, -4.392, -1.076], [1.551, -5.550, -0.286], [2.200, -3.961, -0.124]],
  "mulliken_charge": [-1.68, -0.28, 1.42, -1.08, 0.96, -0.01, 0.04, -0.13, 0.38, -0.14, 0.06, -0.14, -1.72, 1.78, -2.19, 0.58, -0.01, -1.52, -0.79, -0.07, 2.25, 0.67, -0.65, -0.75, -0.89, -0.73, -0.91, 0.27, 0.03, -0.95, -0.74, -0.81, -0.61, -0.55, 0.94, -0.61, 0.01, -0.27, -1.55, -0.33, 0.51, 1.72, 1.68, -0.59, -0.80, -0.73, -0.82, -1.04, 0.94, -0.74, -1.04, -0.69, -0.84, -0.78, 0.43, 0.29, 0.43, 0.52, 0.48, 0.42, 0.41, 0.45, 0.68, 0.47, 0.49, 0.46, 0.52, 0.46, 0.98, 0.43, 0.44, 0.48, 0.38, 0.62, 0.46, 0.41, 0.49, 0.50, 0.47, 0.53, 0.29, 0.62, 0.52, 0.48, 0.51, 0.41, -0.28, 0.43, -0.30, -0.18, 0.23, 0.11, 0.23, 0.18],
  "lumo_energy_ev": [-7.244, -5.710],
  "total_charge": 2,
  "energy_ev": -173748.699,
  "e_above_lowest_kj_mol": 123.4,
  "orbital_gap_ev": [5.996, 7.526],
  "multiplicity": 4
}